1.
Below is a 6-piece molecular cluster, C24H66N6O6 overall at a distorted geometry, with properties calculated with ωB97M-V/def2-TZVPD.

The geometry in XYZ format:
```
102
Properties=species:S:1:pos:R:3:forces:R:3:lowdin_charge:R:1
C -3.431 2.755 8.521 1.230 -0.059 -0.168 -0.096
O -2.672 2.534 7.337 -0.444 -0.150 0.217 -0.202
C -3.413 2.440 6.140 0.859 0.064 -0.722 -0.206
C -2.435 1.833 5.127 0.275 -1.728 0.027 -0.422
C -2.796 2.025 3.670 -1.079 1.390 -0.204 -0.076
N -2.315 0.380 5.405 -0.194 0.361 -0.225 0.046
H -2.730 2.487 9.314 -0.146 0.278 0.177 0.085
H -4.286 2.086 8.645 -0.248 0.189 -0.385 0.086
H -3.663 3.819 8.576 -0.489 -0.070 0.265 0.087
H -4.291 1.811 6.312 -0.092 -0.086 -0.314 0.128
H -3.715 3.410 5.722 -0.194 0.178 0.456 0.124
H -1.456 2.306 5.265 -0.134 0.273 0.308 0.136
H -3.824 1.736 3.429 0.002 -0.176 0.270 0.080
H -2.182 1.564 2.900 0.456 -0.226 0.443 0.056
H -2.757 3.113 3.514 0.015 -0.127 -0.346 0.077
H -1.387 0.064 5.152 -0.038 -0.136 0.092 0.058
H -2.447 0.185 6.390 0.253 0.150 0.060 0.059
C 0.735 -1.191 9.143 0.960 -0.823 0.053 -0.112
O 0.351 -1.359 7.798 -0.626 0.246 0.464 -0.190
C 0.773 -2.602 7.278 0.051 0.138 -0.695 -0.217
C 0.137 -2.741 5.900 0.930 1.033 -0.135 -0.455
C -1.367 -2.777 5.852 -0.889 -0.324 0.607 -0.070
N 0.790 -3.817 5.121 -1.146 0.058 0.663 0.041
H 1.832 -1.110 9.196 -0.059 0.014 0.087 0.088
H 0.463 -2.097 9.701 -0.098 0.209 0.221 0.084
H 0.331 -0.312 9.637 -0.410 0.074 -0.489 0.083
H 1.857 -2.577 7.134 0.137 -0.163 0.063 0.126
H 0.541 -3.455 7.927 -0.229 0.098 0.227 0.126
H 0.428 -1.795 5.420 0.011 -0.142 -0.153 0.118
H -1.813 -3.610 6.412 0.313 -0.339 -0.305 0.084
H -1.686 -2.815 4.809 -0.119 -0.070 0.045 0.078
H -1.867 -1.926 6.312 0.391 0.280 -0.129 0.048
H 0.530 -4.670 5.624 0.275 -0.093 -0.266 0.070
H 0.189 -3.835 4.296 0.549 -0.266 -0.347 0.047
C -1.665 -0.051 -8.813 -0.089 0.015 -0.920 -0.110
O -0.530 -0.110 -7.989 0.282 0.137 -0.149 -0.191
C -0.656 0.648 -6.810 0.054 -0.046 0.664 -0.216
C 0.645 0.574 -6.027 1.638 -0.031 -0.992 -0.403
C 0.682 1.470 -4.816 -1.077 -0.295 1.532 -0.064
N 1.794 0.961 -6.914 -0.978 -0.160 0.176 0.037
H -2.351 -0.881 -8.625 -0.193 0.184 0.329 0.089
H -1.375 -0.145 -9.864 0.352 -0.176 0.162 0.088
H -2.163 0.922 -8.782 -0.167 -0.074 0.422 0.088
H -0.809 1.713 -7.038 -0.408 -0.092 -0.081 0.133
H -1.469 0.226 -6.204 -0.123 0.344 0.000 0.118
H 0.870 -0.483 -5.836 -0.362 0.117 0.593 0.132
H 0.316 2.484 -5.000 0.309 0.048 -0.416 0.086
H 1.621 1.516 -4.264 0.400 -0.006 -0.664 0.080
H 0.010 1.129 -4.018 -0.171 -0.167 -0.307 0.042
H 1.816 1.977 -6.952 0.074 -0.064 -0.280 0.076
H 1.506 0.601 -7.822 0.473 0.311 -0.195 0.070
C -0.642 3.295 -1.919 1.606 -0.089 1.105 -0.127
O -1.337 2.080 -1.824 -0.118 -0.073 -1.493 -0.224
C -2.748 2.224 -1.952 0.048 -0.257 1.536 -0.187
C -3.436 0.906 -2.348 0.443 1.250 -0.808 -0.412
C -2.637 0.226 -3.465 -0.815 -0.159 0.130 -0.063
N -4.787 1.283 -2.809 0.034 -0.641 -0.090 0.025
H -0.769 3.950 -2.784 -0.977 -0.152 -0.040 0.091
H 0.433 3.082 -1.972 -0.090 -0.470 -0.016 0.077
H -0.713 3.812 -0.956 -0.434 0.571 -0.249 0.092
H -3.061 2.510 -0.937 -0.562 0.191 -0.286 0.130
H -3.036 3.026 -2.639 0.241 -0.059 -0.197 0.122
H -3.566 0.269 -1.474 0.209 -0.117 -0.024 0.135
H -2.700 0.829 -4.376 0.236 0.249 0.141 0.072
H -3.173 -0.693 -3.724 0.417 -0.249 0.091 0.082
H -1.598 0.062 -3.194 -0.075 -0.254 -0.051 0.047
H -4.727 2.008 -3.518 0.152 0.050 0.093 0.065
H -5.123 0.470 -3.324 -0.378 0.151 0.218 0.068
C 1.473 -0.321 -1.658 -0.513 0.170 0.785 -0.092
O 1.302 -0.797 -0.338 0.339 0.024 0.304 -0.193
C 0.094 -0.345 0.251 -0.001 -0.307 -0.354 -0.207
C 0.069 -0.714 1.733 -0.469 0.279 0.003 -0.437
C 1.140 0.026 2.519 0.721 -0.759 -0.150 -0.052
N 0.157 -2.160 1.917 0.728 -0.406 0.005 0.047
H 1.526 0.775 -1.639 0.182 0.030 -0.184 0.083
H 0.590 -0.585 -2.252 0.218 -0.156 -0.318 0.081
H 2.397 -0.755 -2.026 -0.090 0.003 -0.245 0.066
H -0.033 0.725 0.050 -0.080 0.045 0.209 0.115
H -0.716 -0.891 -0.255 -0.265 0.242 0.030 0.124
H -0.909 -0.439 2.144 -0.059 0.223 -0.237 0.121
H 2.115 -0.263 2.109 -0.012 0.254 -0.127 0.080
H 1.204 -0.295 3.560 -0.422 0.133 0.059 0.064
H 1.041 1.107 2.447 -0.100 0.027 0.038 0.079
H -0.394 -2.634 1.206 -0.231 0.117 0.110 0.073
H 1.109 -2.444 1.683 -0.057 0.027 0.201 0.080
C 5.875 -0.667 -2.077 -0.089 0.340 -0.355 -0.104
O 6.115 -0.674 -3.474 0.355 -0.893 0.520 -0.193
C 5.560 -1.801 -4.147 -0.690 0.707 -0.322 -0.204
C 4.175 -1.421 -4.720 1.551 -0.829 -0.930 -0.441
C 3.614 -2.637 -5.457 -1.725 0.576 0.727 -0.062
N 4.399 -0.351 -5.690 0.238 0.064 0.394 0.044
H 6.577 0.046 -1.646 -0.211 0.119 0.055 0.086
H 6.053 -1.631 -1.590 -0.035 -0.123 -0.214 0.086
H 4.838 -0.354 -1.902 0.089 -0.005 0.367 0.072
H 6.250 -2.026 -4.959 -0.164 0.035 -0.227 0.125
H 5.459 -2.717 -3.552 0.182 0.269 0.518 0.119
H 3.542 -1.049 -3.905 -0.234 -0.552 0.090 0.109
H 3.367 -3.480 -4.807 0.472 -0.030 0.125 0.075
H 4.186 -2.969 -6.318 0.238 0.194 0.032 0.082
H 2.616 -2.305 -5.777 0.132 -0.234 -0.523 0.062
H 3.606 -0.172 -6.299 -0.147 0.093 0.335 0.026
H 4.562 0.471 -5.119 0.123 0.282 -0.518 0.069
```
Positions in Å, forces in eV/Å.

Output
Gap between HOMO and LUMO   9.016 eV
Electronic energy   -47179.88679 eV
SMILES string   COC[C@H](C)N.COC[C@H](C)N.COC[C@H](C)N.COC[C@H](C)N.COC[C@H](C)N.COC[C@H](C)N
Charge   0
Molar mass   534.83 g/mol
Energy relative to the best compared isomer or geometry (same formula, charge and spin)   176.5 kJ/mol
HOMO energy   -8.48 eV

=====

2.
Below is C24H67BF4N5O7Pd as an isolated structure at a distorted geometry, with properties calculated with ωB97M-V/def2-TZVPD.

The geometry in XYZ format:
```
109
Properties=species:S:1:pos:R:3:forces:R:3:mulliken_spin:R:1
Pd 7.429 21.507 -4.142 -1.841 -0.049 -1.195 1.613
B 6.149 23.548 -6.351 0.180 -0.099 -0.943 0.028
F 7.212 24.030 -7.081 0.217 0.017 -1.076 -0.003
F 6.794 23.264 -5.127 0.227 -0.824 1.596 -0.077
F 5.226 24.495 -5.996 -0.984 0.626 -0.318 0.007
F 5.538 22.456 -6.948 0.324 0.047 0.311 -0.005
C 3.505 25.673 -1.782 0.571 -0.308 -1.748 0.000
C 3.915 24.846 -3.057 -1.796 1.491 1.822 0.000
O 5.239 25.059 -3.416 0.758 -0.350 0.558 -0.001
H 3.555 26.691 -2.169 0.289 0.257 0.613 0.000
H 4.192 25.505 -0.953 -0.216 0.109 0.074 0.000
H 2.454 25.524 -1.534 0.157 -0.367 0.201 0.000
H 3.309 25.305 -3.838 -0.484 -0.767 -0.269 0.000
H 3.739 23.783 -2.893 -0.447 -0.178 -0.254 0.000
H 5.224 24.613 -4.266 0.925 0.472 -0.681 -0.005
C 2.219 22.397 -8.002 0.605 0.613 -0.033 0.000
C 1.498 23.659 -8.394 -1.581 0.184 0.555 0.000
O 0.071 23.528 -8.447 0.038 -0.300 -0.355 0.000
H 1.952 22.040 -7.007 -0.434 -0.109 -0.069 0.000
H 3.237 22.765 -7.880 0.429 -0.626 -0.207 0.000
H 2.135 21.615 -8.757 0.093 -0.025 0.153 0.000
H 1.780 24.033 -9.378 0.178 -0.088 0.158 0.000
H 1.655 24.416 -7.626 0.695 0.319 -0.148 0.000
H -0.236 23.387 -7.548 -0.123 -0.046 0.017 0.000
C 4.578 21.916 -0.929 -1.539 -1.131 0.706 0.011
C 5.335 21.469 -2.142 0.947 0.219 1.471 -0.007
C 4.476 20.889 -3.261 0.482 1.684 0.124 -0.003
O 5.319 20.586 -4.381 0.480 0.123 2.237 0.047
C 4.597 20.097 -5.453 -0.539 -1.189 -1.624 0.001
N 6.283 22.546 -2.512 0.551 -0.801 -0.568 0.147
H 4.305 21.016 -0.379 -0.312 -0.160 0.060 -0.001
H 3.623 22.377 -1.182 0.232 0.621 0.282 0.001
H 5.196 22.430 -0.193 -0.121 0.530 -0.402 -0.001
H 5.949 20.687 -1.697 0.370 -0.453 -0.676 0.000
H 3.748 21.616 -3.622 -0.115 0.341 0.075 0.001
H 3.873 20.087 -2.836 0.414 -0.646 -0.357 0.002
H 3.898 19.331 -5.119 -0.050 -0.102 0.112 0.000
H 5.307 19.612 -6.123 -0.093 0.162 -0.147 0.001
H 4.039 20.854 -6.004 0.154 0.228 0.142 0.002
H 5.821 23.432 -2.662 -0.662 0.629 -1.462 -0.007
H 6.809 22.902 -1.726 0.484 -1.009 0.721 0.000
C 4.576 24.665 -9.958 -1.440 -0.970 -0.567 0.001
C 5.780 25.526 -9.794 -0.018 -1.161 0.116 0.000
C 5.887 26.515 -10.939 0.029 1.437 -0.083 0.000
O 6.553 25.998 -12.050 1.333 -1.787 0.431 0.000
C 6.858 26.927 -13.042 -1.256 0.389 -1.043 0.000
N 5.735 26.051 -8.438 0.207 0.553 0.829 0.000
H 3.673 25.267 -9.859 -0.138 0.249 -0.516 0.000
H 4.401 23.912 -9.190 0.737 -0.088 0.299 0.000
H 4.572 24.102 -10.892 -0.218 0.254 -0.313 0.000
H 6.625 24.842 -9.876 0.536 0.277 0.173 0.000
H 6.426 27.431 -10.698 -0.072 0.158 0.801 0.000
H 4.885 26.812 -11.251 -0.403 0.207 0.027 0.000
H 5.895 27.120 -13.514 -0.050 0.594 -0.498 0.000
H 7.505 26.540 -13.830 0.081 -0.517 0.429 0.000
H 7.274 27.887 -12.736 0.112 -0.038 0.648 0.000
H 4.798 26.315 -8.171 -0.660 1.262 -0.859 0.000
H 5.663 25.257 -7.818 1.178 -0.327 -0.222 0.000
C 8.901 21.280 -11.183 -0.013 0.384 -0.045 0.000
C 7.404 21.146 -11.167 -2.142 1.246 0.708 0.000
C 6.786 21.184 -9.727 1.114 -0.851 -0.614 0.000
O 7.187 20.046 -8.908 -0.436 0.178 -0.943 0.001
C 6.543 18.849 -9.379 0.279 -0.118 1.309 0.000
N 6.726 22.292 -11.903 1.022 -0.916 0.236 0.000
H 9.292 20.963 -12.150 0.163 -0.050 0.170 0.000
H 9.335 20.717 -10.358 0.094 -0.235 -0.238 0.000
H 9.178 22.325 -11.042 0.079 0.135 0.022 0.000
H 7.127 20.197 -11.624 -0.189 0.139 -0.217 0.000
H 5.699 21.224 -9.801 -0.152 -0.148 0.050 0.000
H 7.109 22.107 -9.246 0.146 -0.048 0.304 0.001
H 6.711 18.087 -8.618 -0.034 0.059 0.294 0.000
H 6.963 18.376 -10.267 -0.123 0.654 -0.422 0.000
H 5.468 19.030 -9.407 -0.064 -0.150 -0.510 0.000
H 7.061 23.162 -11.514 0.517 0.311 -0.112 0.000
H 5.739 22.362 -11.704 -0.302 -0.611 -0.089 0.000
C 7.290 28.699 -6.475 1.332 -0.040 -1.138 0.000
C 8.555 27.870 -6.822 0.332 -0.155 1.478 0.000
C 9.841 28.602 -6.435 0.160 1.165 -0.364 0.000
O 11.011 27.803 -6.549 -0.919 -0.476 -0.205 0.000
C 11.930 27.870 -5.495 0.313 0.642 -0.266 0.000
N 8.454 26.747 -5.901 0.081 -1.257 0.395 0.000
H 7.333 28.730 -5.386 -0.488 0.297 -0.101 0.000
H 6.397 28.213 -6.869 0.056 -0.078 0.246 0.000
H 7.367 29.685 -6.934 -0.172 0.197 0.199 0.000
H 8.692 27.464 -7.824 -0.462 0.585 -0.457 0.000
H 9.815 29.088 -5.459 -0.417 -0.499 0.497 0.000
H 9.955 29.468 -7.087 0.073 0.073 -0.500 0.000
H 11.593 27.469 -4.539 -0.214 -0.709 -0.094 0.000
H 12.182 28.897 -5.231 0.182 0.360 -0.305 0.000
H 12.813 27.392 -5.919 0.116 -0.141 0.618 0.000
H 9.266 26.157 -6.017 0.511 -0.001 -0.018 0.000
H 7.714 26.145 -6.234 -0.476 -0.023 0.001 0.000
C 10.034 21.231 -7.625 0.233 -0.521 -1.333 0.014
C 9.477 21.125 -6.208 2.723 0.110 -0.549 -0.020
C 9.783 22.438 -5.536 0.289 0.827 0.669 0.007
O 9.240 22.491 -4.206 -0.856 -1.942 0.200 0.118
C 9.306 23.709 -3.532 0.934 1.461 0.197 0.006
N 8.067 20.923 -6.329 -0.144 0.286 0.973 0.137
H 11.050 21.554 -7.853 0.294 -0.240 0.869 0.000
H 9.472 21.891 -8.285 -0.549 0.334 0.370 -0.002
H 9.884 20.257 -8.091 0.231 -0.112 -0.075 -0.002
H 9.923 20.237 -5.760 0.255 0.291 0.550 0.002
H 9.340 23.255 -6.105 -0.148 0.075 -0.192 -0.001
H 10.839 22.669 -5.394 0.202 -0.367 -0.440 0.002
H 8.800 23.720 -2.567 0.309 -0.773 0.046 0.000
H 8.819 24.534 -4.051 0.278 0.032 -0.558 0.000
H 10.387 23.814 -3.436 -0.068 1.017 0.504 0.004
H 7.938 20.047 -6.815 -0.504 -0.264 -0.080 -0.005
H 7.948 21.614 -7.055 -1.866 0.331 -0.148 -0.010
```
Positions in Å, forces in eV/Å.

Output
Gap between HOMO and LUMO (spin up / spin down)   7.798 / 5.234 eV
Electronic energy   -62777.91099 eV
Charge   +1
Multiplicity   3
Molar mass   731.05 g/mol
HOMO energy (spin up / spin down)   -10.84 / -10.84 eV

=====

Which of these has the highest molar mass? C24H67BF4N5O7Pd

=====

Which formula does entry 2 have? C24H67BF4N5O7Pd

=====

What is the electronic energy in the first record? -47179.88679 eV

=====

charge of number 2 (C24H67BF4N5O7Pd)? +1